No. 1
C30H26Br2NO2PtTe | the ωB97M-V functional and the def2-TZVPD basis

- maximum force (hartree/bohr) = 0.0090
- ⟨S²⟩ = 6.051
- HOMO-LUMO gap (spin up / spin down) (hartree) = 0.265 / 0.114
- LUMO (spin up / spin down) (eV) = -8.580 / -12.684

ORCA input file:
```
! RIJCOSX wB97M-V def2-TZVPD def2/J DEFGRID3
* xyz 3 5
Pt -0.44 0.61 1.68
C 1.23 1.13 -5.03
C 1.15 0.74 -3.60
C 2.28 0.29 -2.90
C 2.21 -0.09 -1.59
C 3.46 -0.37 -0.78
O 3.60 0.32 0.22
C 4.43 -1.35 -1.26
C 5.73 -1.33 -0.74
C 6.66 -2.25 -1.18
C 6.29 -3.21 -2.12
C 5.00 -3.25 -2.63
C 4.07 -2.32 -2.21
C 0.94 -0.01 -0.89
O 0.93 -0.32 0.34
C -0.25 0.39 -1.61
C -0.11 0.76 -2.93
C -1.63 0.29 -1.06
N -1.88 -0.06 0.17
C -3.29 -0.35 0.53
C -3.53 -0.27 2.03
Te -2.77 1.58 2.77
C -2.26 1.07 4.69
C -2.65 -0.15 5.30
C -2.38 -0.36 6.63
C -1.70 0.63 7.37
C -1.29 1.84 6.77
C -1.56 2.05 5.45
C -2.74 0.50 -2.03
C -3.33 1.76 -2.14
C -4.37 1.94 -3.04
C -4.81 0.88 -3.82
C -4.22 -0.37 -3.71
C -3.18 -0.56 -2.81
H 2.24 1.40 -5.32
H 0.55 1.96 -5.25
H 0.91 0.29 -5.65
H 3.24 0.26 -3.41
H 5.99 -0.57 -0.02
H 7.67 -2.22 -0.80
H 7.02 -3.94 -2.45
H 4.73 -4.00 -3.35
H 3.06 -2.36 -2.60
H -0.97 1.06 -3.50
H -3.49 -1.37 0.21
H -3.98 0.30 -0.01
H -3.00 -1.07 2.55
H -4.60 -0.34 2.25
H -3.20 -0.90 4.75
H -2.69 -1.27 7.12
H -1.49 0.46 8.42
H -0.78 2.58 7.36
H -1.26 2.98 4.98
H -2.98 2.59 -1.54
H -4.82 2.92 -3.14
H -5.63 1.03 -4.51
H -4.56 -1.19 -4.32
H -2.71 -1.54 -2.73
Br 1.01 -0.75 3.36
C 2.46 0.52 3.05
Br 1.62 2.15 2.44
H 3.08 0.14 2.25
H 2.96 0.70 4.00
*
```

The molecule's natural (NBO) atomic charges, reported in e, are given here: 0.8681, -0.6723, 0.1638, -0.1703, -0.0942, 0.5540, -0.5766, -0.1605, -0.1445, -0.2009, -0.1267, -0.2124, -0.1751, 0.5406, -0.6247, -0.2432, -0.0924, 0.5043, -0.5861, -0.2922, -0.6314, 0.9005, -0.1948, -0.1663, -0.1617, 0.0265, -0.1886, -0.1910, -0.2145, -0.1847, -0.1822, -0.1716, -0.1722, -0.2152, 0.2583, 0.2570, 0.2778, 0.2627, 0.2353, 0.2438, 0.2432, 0.2399, 0.2087, 0.2567, 0.2611, 0.2447, 0.2424, 0.2796, 0.2343, 0.2684, 0.2621, 0.2722, 0.2492, 0.2139, 0.2451, 0.2512, 0.2494, 0.2304, 0.2194, -0.4899, 0.2067, 0.2979, 0.2669

No. 2
C48H42N8OP2S3Sr | the ωB97M-V functional and the def2-TZVPD basis

- maximum force (hartree/bohr) = 0.0081
- HOMO-LUMO gap (hartree) = 0.218
- LUMO (eV) = -0.938

ORCA input file:
```
! RIJCOSX wB97M-V def2-TZVPD def2/J DEFGRID3
* xyz 0 1
Sr 0.00 0.48 -0.77
N 2.00 3.93 1.74
C 1.59 2.68 1.34
S -0.13 2.41 1.38
N 2.57 1.89 1.01
N 2.22 0.66 0.46
C 3.17 -0.20 0.51
C 3.18 -1.56 -0.02
C 4.36 -2.28 0.20
C 4.53 -3.58 -0.23
C 3.48 -4.19 -0.92
C 2.31 -3.51 -1.16
C 2.11 -2.18 -0.72
O 0.99 -1.57 -0.97
H 1.35 4.42 2.34
H 2.97 4.01 1.98
H 4.09 0.12 0.99
H 5.17 -1.79 0.75
H 5.45 -4.11 -0.04
H 3.59 -5.21 -1.27
H 1.49 -3.98 -1.70
S 1.06 5.45 -7.26
N 2.00 4.26 -6.69
C 1.36 3.74 -5.66
C 1.84 2.65 -4.84
C 3.07 2.02 -5.04
C 3.45 1.01 -4.19
C 2.58 0.65 -3.15
N 1.41 1.24 -2.95
C 1.03 2.22 -3.78
C -0.28 2.86 -3.51
N -0.99 2.39 -2.48
C -2.14 2.97 -2.19
C -2.67 4.04 -2.92
C -1.95 4.51 -3.99
C -0.73 3.92 -4.30
C 0.11 4.36 -5.40
N -0.17 5.34 -6.23
H 3.70 2.34 -5.85
H 4.39 0.49 -4.30
H 2.85 -0.14 -2.45
H -2.67 2.59 -1.32
H -3.61 4.48 -2.63
H -2.31 5.34 -4.60
C -1.56 -7.68 2.33
S -0.11 -6.61 2.22
C -0.32 -6.02 0.52
C -1.42 -4.98 0.33
C -0.97 -3.64 0.91
N -2.03 -2.65 1.19
P -2.48 -1.61 -0.11
C -4.23 -1.24 0.26
C -4.77 -0.09 -0.30
C -6.09 0.25 -0.10
C -6.89 -0.55 0.71
C -6.36 -1.69 1.29
C -5.04 -2.03 1.07
C -2.68 -2.76 -1.52
C -3.79 -3.59 -1.68
C -3.87 -4.47 -2.74
C -2.83 -4.54 -3.67
C -1.72 -3.72 -3.52
C -1.65 -2.83 -2.45
P -2.17 -1.86 2.73
C -3.14 -3.05 3.73
C -4.02 -2.50 4.66
C -4.81 -3.31 5.46
C -4.76 -4.68 5.32
C -3.89 -5.25 4.39
C -3.09 -4.44 3.60
C -0.49 -2.06 3.42
C 0.44 -1.09 3.04
C 1.75 -1.17 3.46
C 2.15 -2.21 4.29
C 1.23 -3.17 4.69
C -0.09 -3.10 4.26
H -1.56 -8.12 3.33
H -1.51 -8.48 1.59
H -2.49 -7.13 2.19
H -0.50 -6.89 -0.12
H 0.64 -5.60 0.23
H -2.35 -5.30 0.81
H -1.63 -4.90 -0.73
H -0.22 -3.19 0.25
H -0.45 -3.83 1.85
H -4.14 0.55 -0.92
H -6.50 1.15 -0.55
H -7.93 -0.28 0.88
H -6.98 -2.31 1.93
H -4.63 -2.92 1.54
H -4.60 -3.54 -0.97
H -4.74 -5.10 -2.86
H -2.89 -5.23 -4.50
H -0.91 -3.77 -4.24
H -0.75 -2.24 -2.32
H -4.08 -1.42 4.76
H -5.48 -2.86 6.18
H -5.38 -5.32 5.93
H -3.84 -6.32 4.28
H -2.40 -4.89 2.90
H 0.13 -0.24 2.44
H 2.45 -0.40 3.16
H 3.18 -2.28 4.62
H 1.54 -3.98 5.33
H -0.79 -3.86 4.56
*
```

Löwdin atomic charge list, values in e, 99 entries: 1.1356, 0.0278, -0.9296, 0.4059, -0.0385, -0.1346, -0.1357, -0.1595, -0.0601, -0.1106, -0.0977, -0.0396, -0.4052, -0.3644, 0.0562, 0.0816, 0.1174, 0.1063, 0.0926, 0.1000, 0.1055, 1.0181, -0.2140, -0.3024, -0.0834, 0.0169, -0.0159, -0.0863, 0.0542, -0.1385, -0.1353, 0.0438, -0.1162, -0.0249, 0.0171, -0.0821, -0.3031, -0.2150, 0.1220, 0.1145, 0.1062, 0.1066, 0.1126, 0.1224, -0.4186, 0.8109, -0.4837, -0.2390, -0.2575, -0.4595, 0.9710, -0.3913, -0.1030, -0.0832, -0.0844, -0.0714, -0.1176, -0.3555, -0.0820, -0.0780, -0.0838, -0.0769, -0.1080, 1.0384, -0.3840, -0.1083, -0.0864, -0.0885, -0.0768, -0.1005, -0.3652, -0.1007, -0.0704, -0.0756, -0.0780, -0.0951, 0.0314, 0.0353, 0.0164, 0.0778, 0.0633, 0.0954, 0.0875, 0.0929, 0.0783, 0.0813, 0.1014, 0.1019, 0.1063, 0.0905, 0.0987, 0.1040, 0.1024, 0.1053, 0.0708, 0.0987, 0.1013, 0.1007, 0.0974

No. 3
C9H16NO2 | the ωB97M-V functional and the def2-TZVPD basis

- maximum force (hartree/bohr) = 0.0898
- HOMO-LUMO gap (hartree) = 0.132
- LUMO (eV) = 2.625

ORCA input file:
```
! RIJCOSX wB97M-V def2-TZVPD def2/J DEFGRID3
* xyz -1 1
C -1.03 -0.07 3.32
C -1.69 -0.51 2.25
C 0.80 0.23 0.52
C -1.55 -0.28 0.89
C 1.64 0.33 -0.81
C 1.00 1.45 -1.64
C 3.14 0.53 -0.50
C -2.56 -0.39 -1.41
C -2.15 -1.19 -0.15
N 1.55 -0.80 -1.78
O 2.21 -1.86 -1.54
O -0.54 0.57 0.38
H -1.25 -0.55 4.28
H -0.23 0.78 3.24
H -2.40 -1.27 2.45
H 0.89 -0.69 0.96
H 1.07 1.06 1.30
H -0.01 1.42 -1.80
H 1.62 1.40 -2.56
H 1.32 2.37 -1.13
H 3.26 1.18 0.38
H 3.73 1.04 -1.20
H 3.73 -0.34 -0.18
H -3.36 -1.01 -1.79
H -1.78 -0.26 -2.18
H -3.08 0.56 -1.09
H -1.35 -1.81 -0.50
H -2.95 -1.89 0.29
*
```

The molecule's natural (NBO) atomic charges, reported in e, are given here: -0.7507, -0.2432, -0.0449, -0.0073, -0.0383, -0.5868, -0.6313, -0.6254, -0.4236, 0.1529, -0.3111, -0.5733, 0.1698, 0.1537, 0.1735, 0.1924, 0.1857, 0.2426, 0.1894, 0.2011, 0.2173, 0.2051, 0.2283, 0.1830, 0.1973, 0.2000, 0.1532, 0.1908

DFT total energy, respectively: -6898.26432, -4275.80176, -557.56151 Ha.
Energy relative to the best compared isomer or geometry (same formula, charge and spin), respectively: 0.573, 0.491, 4.590 eV.